Record 1
{
  "formula": "C29H18ClN4O6Tc",
  "method": "ωB97M-V/def2-TZVPD",
  "elements": ["Tc", "Cl", "O", "O", "O", "O", "O", "O", "N", "N", "N", "N", "C", "C", "C", "C", "C", "C", "C", "C", "C", "C", "C", "C", "C", "C", "C", "C", "C", "C", "C", "C", "C", "C", "C", "C", "C", "C", "C", "C", "C", "H", "H", "H", "H", "H", "H", "H", "H", "H", "H", "H", "H", "H", "H", "H", "H", "H", "H"],
  "coordinates": [[-0.08371, -0.70415, 0.04711], [0.14864, 6.02842, 5.47762], [-1.57246, 0.26150, 2.56102], [-1.98790, -0.90962, -0.47154], [-3.49297, -2.11154, -1.61832], [6.67863, -1.17957, 0.87469], [6.38646, 1.09843, 1.12496], [-0.14649, 1.05683, 1.04515], [-0.04640, -2.53103, -1.08130], [0.50323, 0.43442, -1.61632], [1.94122, -0.52802, 0.32682], [0.22972, -1.71597, 1.90701], [-1.24665, -2.86657, -1.57274], [4.56574, -0.21954, 0.71843], [0.59649, 3.09925, 2.81650], [6.17361, -0.08680, 0.94271], [-2.37534, -1.92282, -1.22218], [-0.32921, 0.96912, -2.51119], [3.84450, -0.91420, 1.67089], [-1.55540, 2.81528, 3.84990], [0.83556, 4.21479, 3.60091], [0.11327, 1.83181, -3.49991], [-1.33859, 3.94246, 4.62367], [-1.43832, -3.98527, -2.36066], [-0.72952, -2.22284, 2.67661], [2.48528, -1.04437, 1.43949], [1.00664, -3.30524, -1.35988], [2.63959, 0.17500, -0.57259], [-0.34812, -4.78738, -2.65089], [0.84975, -2.76688, 4.37901], [-0.59290, 2.38986, 2.94124], [-0.83892, 1.14209, 2.15719], [1.81851, 0.75329, -1.66278], [2.32301, 1.60334, -2.62830], [1.45708, 2.15092, -3.56304], [1.85136, -2.22757, 3.57831], [0.89476, -4.44138, -2.13942], [1.50841, -1.70553, 2.34965], [4.00836, 0.35273, -0.40305], [-0.13915, 4.62678, 4.49717], [-0.45295, -2.76265, 3.92537], [-2.47412, 2.25379, 3.94714], [1.95767, -3.00447, -0.94051], [-2.08516, 4.28986, 5.32247], [1.75847, 4.77017, 3.51863], [2.87478, -2.21128, 3.92102], [4.32421, -1.34196, 2.53730], [-1.26120, -3.15630, 4.52352], [1.33419, 2.77901, 2.09202], [3.37443, 1.84704, -2.64997], [1.82963, 2.82725, -4.31926], [-2.43528, -4.19260, -2.72200], [-0.46188, -5.66786, -3.26709], [-1.37138, 0.69557, -2.41065], [1.77170, -5.03999, -2.33882], [1.09432, -3.17492, 5.34925], [-1.73389, -2.16923, 2.28180], [4.60378, 0.91866, -1.10179], [-0.59777, 2.24516, -4.19989]],
  "forces_ev_per_angstrom": [[-0.311, 0.043, 0.117], [-0.009, -0.042, -0.034], [-0.456, 0.012, 0.056], [0.028, -0.018, -0.037], [-0.019, -0.044, -0.053], [0.115, 0.028, 0.017], [-0.033, 0.440, 0.024], [-0.016, -0.015, -0.204], [0.057, 0.082, 0.030], [0.111, 0.089, 0.017], [0.162, -0.010, 0.067], [0.237, -0.164, -0.075], [-0.008, -0.042, -0.047], [-0.087, 0.241, 0.031], [-0.018, 0.028, -0.112], [-0.016, -0.702, -0.055], [-0.018, 0.103, 0.102], [0.005, -0.040, -0.025], [-0.011, 0.010, -0.079], [0.043, -0.011, 0.056], [-0.053, 0.006, 0.012], [-0.020, -0.006, -0.017], [0.021, -0.011, -0.020], [-0.037, 0.035, 0.044], [0.043, -0.125, 0.007], [-0.018, -0.075, 0.050], [-0.029, -0.086, -0.014], [0.040, 0.021, -0.072], [0.026, 0.006, 0.011], [0.040, 0.025, -0.030], [-0.097, 0.019, 0.037], [0.396, 0.201, 0.074], [0.027, -0.045, 0.082], [-0.019, -0.036, -0.035], [0.001, -0.001, 0.019], [-0.041, -0.031, 0.033], [-0.010, 0.015, 0.024], [0.000, 0.055, -0.102], [-0.103, -0.041, 0.033], [0.017, 0.051, 0.027], [-0.049, -0.001, -0.060], [-0.013, -0.021, -0.012], [0.029, 0.018, -0.003], [-0.016, 0.009, 0.025], [0.024, 0.008, 0.002], [0.022, 0.013, 0.017], [0.019, 0.008, 0.023], [-0.002, -0.014, 0.003], [-0.006, -0.011, 0.024], [0.023, 0.018, 0.005], [0.004, -0.003, -0.016], [-0.013, -0.002, -0.013], [-0.001, -0.025, -0.011], [-0.008, 0.021, 0.005], [0.006, -0.006, -0.004], [0.004, -0.010, 0.023], [0.023, -0.018, 0.034], [0.023, 0.043, 0.007], [-0.006, 0.006, -0.007]],
  "mulliken_spin": [1.92, 0.00, 0.02, 0.04, 0.03, 0.28, 0.50, 0.02, -0.03, 0.01, -0.08, -0.03, 0.01, 0.19, 0.00, 0.00, 0.00, 0.00, -0.01, 0.00, 0.00, 0.01, 0.00, 0.00, 0.00, 0.03, 0.00, 0.01, 0.00, 0.00, -0.01, 0.00, 0.04, 0.01, -0.01, 0.00, 0.00, 0.06, -0.02, 0.00, 0.00, 0.00, 0.00, 0.00, 0.00, 0.00, 0.00, 0.00, 0.00, 0.00, 0.00, 0.00, 0.00, 0.00, 0.00, 0.00, 0.00, 0.00, 0.00],
  "multiplicity": 4,
  "s2": 3.776,
  "total_charge": 1,
  "homo_ev": [-11.0, -10.9],
  "total_energy_ev": -63327.6460,
  "de_lowest_kcal_mol": 17.5
}

---

Record 2
{
  "formula": "C17H10BCl5CrF4N3O3S2",
  "method": "ωB97M-V/def2-TZVPD",
  "elements": ["Cr", "Cl", "Cl", "Cl", "Cl", "Cl", "S", "S", "F", "F", "F", "F", "O", "O", "O", "N", "N", "N", "C", "C", "C", "C", "C", "C", "C", "C", "C", "C", "C", "C", "C", "C", "C", "C", "C", "B", "H", "H", "H", "H", "H", "H", "H", "H", "H", "H"],
  "coordinates": [[0.15078, -1.00441, -0.47662], [5.70260, -0.49393, -0.82773], [0.25645, 2.44014, -1.20432], [3.01793, -2.07766, -0.54041], [5.62159, 2.62025, -1.06746], [2.86970, 4.08162, -1.11471], [-2.58265, -0.26143, -0.90088], [0.04111, 1.29268, 2.20175], [0.76410, -4.13569, -1.10879], [0.31379, -2.14440, -2.22307], [-1.24617, -3.05380, -0.84341], [-0.76748, -4.12626, -2.82803], [-1.11401, 2.12487, 2.00894], [1.33042, 1.91912, 2.07695], [-0.06646, -2.31054, 1.62156], [-2.80621, 2.02109, -2.35408], [-2.44315, 0.26987, -3.56325], [-0.02204, -0.09709, 1.32100], [-2.56481, 1.34901, -4.41926], [-0.14540, 0.10160, 6.13025], [4.15723, 1.71582, -1.00806], [-2.77865, 2.44465, -3.66626], [1.75707, 1.61098, -1.05532], [-0.14558, -0.87351, 3.55737], [-0.07956, 0.99946, 5.06998], [4.18991, 0.32952, -0.90214], [-0.07647, 0.48643, 3.79197], [1.72763, 0.22082, -0.93467], [-0.08821, -1.18256, 2.11525], [2.92755, 2.36282, -1.06174], [-2.57823, 0.68345, -2.27678], [-2.21078, -1.10920, -3.93317], [-0.21776, -1.26988, 5.89972], [2.99348, -0.37065, -0.83852], [-0.22573, -1.77266, 4.60778], [-0.25304, -3.46679, -1.73714], [-3.00738, -1.74011, -3.53918], [-1.27065, -1.46545, -3.51616], [-2.17897, -1.18511, -5.01770], [-0.26151, -1.95114, 6.74011], [-2.50066, 1.23865, -5.48678], [-0.02752, 2.06677, 5.24171], [-2.82698, 2.59710, -1.53145], [-0.28535, -2.83212, 4.39678], [-0.13305, 0.47586, 7.14559], [-2.91683, 3.47187, -3.94960]],
  "forces_ev_per_angstrom": [[-0.728, -0.368, -0.689], [0.117, -0.048, 0.018], [-0.514, 0.222, -0.040], [0.158, -0.234, 0.002], [0.095, 0.052, 0.007], [0.025, 0.194, -0.064], [0.067, -0.049, 0.174], [0.113, 0.206, -0.122], [-0.018, -0.128, -0.064], [-0.054, -0.241, 0.329], [0.083, -0.127, 0.038], [-0.001, 0.040, -0.068], [-0.057, -0.124, -0.038], [-0.050, -0.087, 0.022], [-0.063, -0.017, 0.171], [0.181, -0.077, -0.089], [0.027, 0.270, 0.148], [-0.153, 0.883, 1.231], [-0.007, 0.002, -0.078], [0.010, 0.016, -0.120], [-0.115, -0.054, 0.001], [-0.036, 0.100, -0.078], [0.308, -0.605, -0.106], [-0.024, 0.026, 0.617], [0.004, 0.264, 0.081], [0.033, 0.018, -0.002], [0.024, -0.450, -0.437], [1.162, 0.661, -0.098], [0.076, -0.473, -0.460], [0.010, -0.064, -0.014], [-0.231, 0.006, -0.112], [0.060, -0.301, -0.013], [-0.010, -0.024, 0.084], [-0.477, 0.235, 0.037], [0.019, 0.023, -0.170], [0.032, 0.142, -0.220], [-0.001, 0.036, 0.003], [-0.046, 0.059, -0.038], [-0.027, 0.061, -0.007], [-0.021, 0.016, 0.007], [0.044, -0.003, 0.016], [0.017, -0.008, 0.008], [-0.056, -0.026, 0.084], [0.024, -0.011, 0.030], [-0.018, -0.002, 0.009], [0.017, -0.013, 0.009]],
  "mulliken_spin": [4.04, 0.00, 0.01, 0.01, 0.00, 0.00, 0.01, 0.00, 0.00, 0.00, 0.00, 0.00, 0.00, 0.00, 0.01, 0.00, 0.00, 0.05, 0.00, 0.00, 0.02, 0.00, -0.03, 0.00, 0.00, -0.01, 0.00, -0.11, -0.07, -0.01, 0.01, 0.01, 0.00, 0.01, 0.00, 0.02, 0.00, 0.00, 0.00, 0.00, 0.00, 0.00, 0.00, 0.00, 0.00, 0.00],
  "multiplicity": 5,
  "s2": 6.018,
  "total_charge": -1,
  "homo_ev": [-4.8, -5.7],
  "total_energy_ev": -152665.1945,
  "de_lowest_kcal_mol": 8.8
}

---

Record 3
{
  "formula": "CHO4S",
  "method": "ωB97M-V/def2-TZVPD",
  "elements": ["S", "O", "O", "O", "O", "C", "H"],
  "coordinates": [[-1.03448, 0.40012, -0.13417], [-1.64007, -0.54969, -1.05762], [-1.45987, 1.80341, -0.31216], [-1.12647, -0.09138, 1.23196], [2.49903, 0.14538, 0.39132], [1.49797, -0.29699, -0.03078], [1.26388, -1.41084, -0.08855]],
  "forces_ev_per_angstrom": [[0.238, 0.275, 0.430], [0.408, 0.052, -0.806], [0.822, -0.920, -0.111], [0.286, 0.127, 0.739], [0.500, 0.412, 0.047], [-2.453, -0.356, -0.259], [0.199, 0.412, -0.040]],
  "mulliken_charge": [0.83, -0.56, -0.59, -0.54, -0.38, 0.05, 0.21],
  "total_charge": -1,
  "homo_ev": [-3.6, -4.0],
  "total_energy_ev": -20077.6391,
  "de_lowest_kcal_mol": 54.7
}

---

Record 4
{
  "formula": "C35H41BiBrN9O2",
  "method": "ωB97M-V/def2-TZVPD",
  "elements": ["Bi", "Br", "O", "O", "N", "N", "N", "N", "N", "N", "N", "N", "N", "C", "C", "C", "C", "C", "C", "C", "C", "C", "C", "C", "C", "C", "C", "C", "C", "C", "C", "C", "C", "C", "C", "C", "C", "C", "C", "C", "C", "C", "C", "C", "C", "C", "C", "C", "H", "H", "H", "H", "H", "H", "H", "H", "H", "H", "H", "H", "H", "H", "H", "H", "H", "H", "H", "H", "H", "H", "H", "H", "H", "H", "H", "H", "H", "H", "H", "H", "H", "H", "H", "H", "H", "H", "H", "H", "H"],
  "coordinates": [[-0.80995, 0.46827, 0.59218], [0.86235, 1.86687, 3.65528], [-3.55365, -2.34033, 2.29778], [-2.58095, -0.80853, 1.02878], [-2.62695, 1.91957, -0.01682], [3.61015, 0.49867, -1.64432], [-1.33085, -2.03703, -2.32962], [1.66755, 1.26687, -2.61562], [1.51535, 0.26657, -0.53942], [0.24705, -3.52953, -1.57042], [-0.29095, -1.62113, -0.30262], [-0.05245, 3.06657, 0.43318], [-1.06885, 0.01607, 3.09288], [-3.58475, 4.12177, -0.24712], [0.46795, -3.49353, 2.80038], [1.52775, -3.82143, -0.96922], [2.04905, -0.14363, 0.68668], [-1.19065, 3.88017, 0.12778], [-1.06015, 5.24317, -0.02152], [-2.78775, -1.42703, 2.15008], [-0.66995, 0.25327, 5.42798], [1.46975, -1.26923, 1.36708], [-2.16345, 6.06917, -0.26882], [2.21185, 1.12197, -3.95362], [-2.45855, -1.18283, -2.05512], [2.25435, 0.66477, -1.54392], [-0.41745, 0.56167, 4.10168], [3.60095, 0.17637, 2.52528], [-2.33165, -1.27723, 4.63228], [4.31605, -0.64173, -1.10952], [-3.41275, 5.51777, -0.34312], [-2.00835, -0.88793, 3.33908], [0.36985, -2.04503, 0.87018], [3.05765, 0.57517, 1.30068], [-2.45885, 3.26997, -0.03492], [-1.65355, -0.68913, 5.69138], [1.52495, -2.78443, 3.29838], [-0.45395, -2.39073, -1.36452], [0.27025, 1.62287, -2.62872], [-3.82835, 1.40077, -0.16412], [-0.11985, -3.11293, 1.58848], [-0.34275, -4.68283, -2.22832], [-4.86105, 3.53337, -0.36242], [-4.98485, 2.16817, -0.32552], [-1.08445, -2.28513, -3.73712], [4.46725, 1.59767, -2.05062], [2.04155, -1.66373, 2.61118], [3.11945, -0.93513, 3.15728], [-2.02245, 7.13167, -0.37982], [5.12805, 1.31627, -2.87382], [3.23205, 0.76567, -3.92582], [-1.81465, -2.97953, -4.15892], [-3.23585, -1.40673, -2.78512], [-0.96635, -3.66433, 1.20748], [-0.34025, 0.80977, -3.03222], [-0.07765, 5.68287, 0.06748], [5.09805, 1.89707, -1.20862], [2.14305, -4.32873, -1.71462], [-2.83575, -1.38493, -1.05702], [3.42565, 1.46917, 0.82148], [4.86325, -0.40383, -0.19332], [0.07475, -4.34353, 3.33568], [3.62105, -1.45003, -0.90172], [-0.30555, -5.53173, -1.54262], [0.75455, 3.37447, -0.10362], [3.54605, -1.27243, 4.08928], [2.18785, 2.07957, -4.47232], [5.02975, -0.99083, -1.85942], [-0.08705, -2.68263, -3.89152], [2.02865, -2.90673, -0.66772], [-0.07345, 1.85467, -1.62702], [-5.72005, 4.17827, -0.47482], [-3.10445, -2.01523, 4.78098], [-1.38155, -4.50333, -2.48452], [1.99115, -3.07793, 4.22638], [-2.20035, -0.12193, -2.13242], [-0.10945, 0.73947, 6.21228], [3.87285, 2.45507, -2.35392], [1.61135, 0.40517, -4.51732], [1.42875, -4.47633, -0.09952], [-5.94125, 1.68047, -0.42122], [-1.16445, -1.34153, -4.28002], [-4.29425, 6.12137, -0.49042], [0.21835, -4.94513, -3.12782], [0.13695, 2.49647, -3.26962], [0.20125, 3.16347, 1.41518], [4.40675, 0.74757, 2.95668], [-1.90095, -0.94443, 6.70978], [-3.88795, 0.32597, -0.12422]],
  "forces_ev_per_angstrom": [[-0.122, -0.608, 0.345], [0.074, 0.188, 0.133], [-0.185, -0.297, 0.157], [0.402, 0.524, -0.201], [0.192, -0.172, 0.074], [0.001, 0.077, -0.048], [-0.071, -0.007, -0.058], [0.076, 0.229, 0.091], [-0.050, 0.242, -0.705], [-0.095, 0.016, -0.092], [-0.266, -0.376, -0.737], [0.207, -0.051, 0.076], [0.017, 0.307, -0.237], [0.321, -0.205, 0.127], [0.207, 0.088, 0.174], [0.322, 0.002, 0.028], [0.711, 0.337, 0.208], [-0.115, 0.552, -0.132], [-0.088, -0.434, 0.043], [0.016, -0.095, 0.378], [0.160, 0.032, -0.135], [0.112, -0.045, 0.101], [-0.333, -0.064, -0.024], [0.080, -0.016, -0.194], [-0.082, -0.118, 0.258], [0.032, -0.231, 0.312], [-0.148, -0.043, 0.321], [0.006, -0.263, 0.072], [0.133, 0.030, -0.140], [0.067, -0.202, 0.001], [0.168, -0.013, -0.010], [-0.476, -0.332, 0.445], [-0.174, -0.539, 0.136], [-0.359, -0.196, -0.014], [-0.429, 0.951, -0.220], [-0.013, 0.015, -0.270], [-0.155, -0.173, -0.034], [0.316, 0.055, 0.470], [-0.017, -0.074, 0.022], [-0.378, 0.054, -0.085], [0.091, 0.307, -0.159], [-0.112, -0.217, -0.083], [0.120, -0.364, 0.042], [0.011, 0.401, -0.052], [0.062, -0.042, -0.232], [0.111, 0.155, 0.008], [-0.077, 0.120, -0.024], [0.111, 0.109, -0.059], [0.005, 0.121, 0.015], [-0.034, -0.032, -0.006], [-0.009, -0.052, -0.057], [0.029, 0.018, 0.000], [-0.047, 0.121, 0.040], [-0.138, -0.001, -0.095], [-0.048, -0.072, -0.041], [0.116, 0.049, 0.053], [0.026, 0.010, 0.023], [0.021, 0.033, 0.015], [-0.073, -0.039, -0.020], [0.096, 0.078, -0.143], [0.001, -0.026, -0.026], [-0.021, -0.091, 0.069], [0.014, -0.033, 0.037], [0.003, -0.024, -0.013], [-0.021, -0.119, 0.048], [0.052, 0.000, 0.119], [0.003, 0.022, -0.041], [-0.006, 0.004, 0.018], [0.042, -0.021, 0.004], [0.037, -0.033, -0.027], [-0.005, 0.175, -0.026], [-0.116, 0.007, -0.064], [-0.062, -0.024, -0.035], [0.007, 0.007, 0.008], [0.035, -0.010, 0.126], [-0.030, 0.186, -0.128], [-0.038, 0.011, 0.037], [0.013, 0.006, -0.016], [-0.049, -0.026, -0.091], [0.044, 0.024, -0.027], [-0.063, -0.053, 0.008], [0.001, 0.019, -0.040], [-0.042, 0.172, -0.053], [-0.065, -0.019, -0.004], [-0.087, -0.007, 0.084], [-0.018, 0.063, -0.034], [0.112, 0.067, 0.102], [0.017, -0.051, 0.105], [-0.086, -0.071, 0.001]],
  "mulliken_charge": [1.71, -0.04, -0.65, -0.18, 0.66, 0.26, 0.17, 0.08, 1.03, 0.24, 0.66, -0.34, 0.32, 0.69, -1.36, -0.89, 0.26, 0.08, -0.48, -0.21, -0.76, 0.72, -0.88, -1.07, -0.98, -0.16, 0.19, -1.08, -0.87, -0.79, -0.93, 0.59, -0.43, -1.14, 0.01, -0.53, -1.13, 0.18, -0.04, -0.24, -0.23, -1.24, -0.49, -1.40, -1.31, -1.28, 1.00, -1.02, 0.43, 0.40, 0.43, 0.32, 0.47, 0.60, -0.17, 0.50, 0.40, 0.52, 0.20, 0.50, 0.33, 0.48, 0.05, 0.40, 0.28, 0.52, 0.31, 0.46, 0.41, 0.02, -0.41, 0.47, 0.60, 0.39, 0.52, 0.26, 0.52, 0.36, 0.32, 0.30, 0.50, 0.46, 0.45, 0.38, 0.53, 0.29, 0.43, 0.49, 0.61],
  "total_charge": 2,
  "homo_ev": -12.6,
  "total_energy_ev": -130337.1682,
  "de_lowest_kcal_mol": 11.1
}